Entry from the OMol25 dataset: 2 unconnected molecules or ions with the total composition C3H8N3O2 in a non-equilibrium geometry (ωB97M-V with the def2-TZVPD basis set).

Last column: Löwdin charge in e.
Positions of all 16 atoms, in Å:
C (0.20699, -1.37412, 0.34764)  -0.11
C (-0.36569, 1.14904, 0.69975)  -0.09
C (-0.03819, -0.01796, -0.25132)  -0.50
N (2.41759, 0.48525, -0.44564)  0.18
N (-0.13720, 0.34742, -1.57207)  0.03
N (2.99180, 0.21525, 0.58533)  -0.68
O (2.43944, -0.19835, 1.63779)  -0.14
O (4.27250, 0.34799, 0.52447)  -0.14
H (-0.66603, -1.76847, 0.85899)  0.05
H (0.30356, -2.00685, -0.52192)  0.04
H (1.18728, -1.43821, 1.02022)  0.09
H (-0.26713, 2.14712, 0.30834)  0.04
H (0.26010, 0.98622, 1.65413)  0.09
H (-1.38540, 1.11189, 0.89219)  0.02
H (0.06149, 1.32017, -1.70533)  0.05
H (0.47065, -0.24537, -2.12375)  0.06

Properties
Gap between HOMO and LUMO (alpha / beta)   0.2090 / 0.3126 Eh
Total charge   -1
Lowest unoccupied orbital energy (alpha / beta)   4.21 / 4.14 eV
2S+1   3
<S²>   2.016
HOMO energy (alpha / beta)   -1.5 / -4.4 eV
Max |F|   3.9 eV/A